Below is C26H31N3O3S in the gas phase, with properties calculated with the ωB97M-V functional and the def2-TZVPD basis.

Computed properties:
SMILES   COc1ccc(N(C(=O)Cc2cccs2)[C@@H](C(=O)NC2CCCCC2)c2cccn2C)cc1
F_max   0.01329 hartree/bohr
Electronic energy   -1797.5623 a.u.
Molecular weight   465.619 g/mol
Lowest unoccupied orbital energy   0.45 eV
Net charge   0

Each line ends with the natural charge from an NBO analysis.
Geometry (Å):
S (-0.05774, -1.03821, -4.21398)  0.43
O (3.02067, -4.94315, -0.91270)  -0.51
O (1.19834, -0.06794, 3.35524)  -0.64
O (-0.66623, 1.69713, -0.27149)  -0.65
N (0.56591, 1.77708, 2.20477)  -0.66
N (0.03793, -0.38483, 0.24090)  -0.48
N (-2.90608, -0.31585, 1.02927)  -0.35
C (2.65543, -2.99646, 0.32502)  -0.27
C (0.34210, -2.42715, -1.07000)  -0.23
C (-1.66705, -1.00026, -4.82569)  -0.41
C (-0.47255, 0.08815, -2.95890)  -0.19
C (2.23356, -3.86028, -0.68924)  0.39
C (1.64918, 4.22404, 0.80204)  -0.41
C (-1.77947, 0.45565, -3.04177)  -0.27
C (-2.46394, -0.16958, -4.11016)  -0.25
C (-0.08194, 0.67214, -0.58797)  0.73
C (-2.84539, -1.37597, 0.06554)  -0.40
C (1.94018, -1.85912, 0.62520)  -0.21
C (1.46576, 2.72132, 2.82937)  -0.05
C (-0.06555, 4.71657, 2.55867)  -0.41
C (0.54914, 0.54585, -1.97031)  -0.53
C (-0.46913, -0.32218, 1.62798)  -0.18
C (0.90548, 5.32482, 1.55178)  -0.40
C (-1.86049, 0.21743, 1.73069)  0.20
C (2.65206, -5.84923, -1.92495)  -0.25
C (0.68171, 3.82474, 3.54704)  -0.40
C (0.77933, -1.55542, -0.08365)  0.17
C (2.40512, 3.32842, 1.78111)  -0.40
C (-2.36154, 1.20552, 2.54590)  -0.31
C (-3.74510, 1.28474, 2.31364)  -0.30
C (-4.04471, 0.34057, 1.37202)  -0.06
C (1.06362, -3.56654, -1.38140)  -0.32
C (0.51777, 0.47920, 2.50899)  0.69
H (0.36126, 5.95279, 0.84395)  0.21
H (2.91101, 2.52421, 1.24190)  0.21
H (3.55602, -3.24085, 0.86458)  0.23
H (0.69710, -4.21337, -2.16207)  0.22
H (0.93362, 3.63181, 0.22841)  0.21
H (-0.44602, -1.35667, 1.99685)  0.24
H (2.35566, 4.66582, 0.09564)  0.21
H (2.27280, -1.20801, 1.41798)  0.24
H (-0.58162, 5.50936, 3.10439)  0.21
H (1.62558, 5.95732, 2.07740)  0.19
H (-0.56730, -2.21901, -1.61081)  0.23
H (-3.84019, -1.80480, -0.05412)  0.21
H (2.61808, -5.36380, -2.90549)  0.18
H (3.16603, 3.91696, 2.29789)  0.20
H (-4.98411, 0.08439, 0.92210)  0.21
H (-1.91583, -1.59473, -5.68192)  0.24
H (-0.04889, 2.12021, 1.47530)  0.44
H (1.40446, -0.12957, -1.96114)  0.24
H (-3.50302, -0.00277, -4.33050)  0.23
H (-0.82144, 4.13478, 2.02762)  0.20
H (-2.50982, -1.00508, -0.90814)  0.21
H (-0.01822, 3.37008, 4.25076)  0.21
H (-2.23298, 1.15762, -2.36420)  0.24
H (3.42536, -6.61551, -1.92922)  0.20
H (-2.16376, -2.15963, 0.39981)  0.21
H (1.68387, -6.31466, -1.71452)  0.18
H (1.38628, 4.43012, 4.12121)  0.20
H (-4.43272, 1.95747, 2.78597)  0.22
H (2.04664, 2.14759, 3.56063)  0.23
H (0.89154, 1.54909, -2.24589)  0.25
H (-1.80615, 1.79613, 3.24556)  0.22

=====

Below is a molecular structure, C26H31N5PdSb2, with properties calculated with the ωB97M-V functional and the def2-TZVPD basis.

Computed properties:
F_max   0.00908 hartree/bohr
Electronic energy   -1891.4577 a.u.
Molecular weight   763.509 g/mol
Lowest unoccupied orbital energy   -0.14 eV
Net charge   0

Each line ends with the natural charge from an NBO analysis.
Geometry (Å):
Sb (-0.71214, -0.67166, 2.79788)  1.12
Sb (1.75337, -2.44128, 0.08978)  1.09
Pd (0.34286, -0.37616, 0.60416)  -0.08
N (-1.35219, -0.67718, -1.43503)  -0.42
N (2.30110, 1.36377, 0.60212)  -0.52
N (0.29829, 1.44879, -1.04519)  -0.27
N (3.96815, 2.46349, 1.83266)  -0.58
N (1.06828, 2.60210, -0.96067)  -0.35
C (2.72443, 4.88789, -0.60895)  -0.14
C (-1.44607, 0.36585, -2.25886)  0.14
C (-2.38042, 0.43163, -3.28875)  -0.23
C (-1.44973, -4.33261, 3.51969)  -0.21
C (-2.19512, -1.68725, -1.60382)  0.05
C (2.02716, 2.52384, -0.10051)  0.39
C (0.02523, -2.37870, 3.93110)  -0.77
C (-3.25686, -0.62830, -3.45585)  -0.17
C (-2.78740, -1.19220, 2.97033)  -1.01
C (4.48149, 5.91243, 0.67205)  -0.17
C (2.87067, 3.70721, 0.12267)  -0.15
C (1.93260, -3.62939, 1.89864)  -0.77
C (1.61572, -4.11865, -1.25920)  -1.01
C (-0.71344, 0.65691, 4.49505)  -1.01
C (3.88866, -2.21419, -0.12760)  -1.01
C (0.26905, -5.46802, 1.71096)  -0.21
C (0.62894, -4.25487, 2.30177)  -0.03
C (-1.79824, -5.52575, 2.91166)  -0.22
C (3.52145, 5.97991, -0.33812)  -0.23
C (-0.51063, 1.47410, -2.02872)  0.06
C (3.83837, 3.65522, 1.12384)  0.24
C (4.64495, 4.75578, 1.40549)  -0.27
C (-0.92732, -6.10152, 1.99858)  -0.22
C (-0.25051, -3.67456, 3.23576)  -0.04
C (-3.16545, -1.70980, -2.59549)  -0.26
C (3.20898, 1.39031, 1.50589)  0.33
H (-3.39041, -0.37130, 2.58257)  0.23
H (-0.53733, 2.32791, -2.70500)  0.18
H (3.40313, 6.89246, -0.90638)  0.22
H (-2.41473, 1.29850, -3.93544)  0.22
H (2.31971, -2.95753, 2.66465)  0.22
H (-2.07904, -2.51512, -0.91101)  0.20
H (1.96908, 4.91626, -1.38121)  0.24
H (0.30988, 0.90567, 4.77800)  0.22
H (0.95767, -5.92547, 1.00934)  0.20
H (-1.22861, 1.57918, 4.22735)  0.23
H (-2.98839, -2.08087, 2.37287)  0.23
H (4.41517, -3.02270, 0.38045)  0.22
H (5.10377, 6.77220, 0.88226)  0.22
H (-2.12126, -3.89082, 4.24718)  0.20
H (1.72518, -3.75449, -2.28021)  0.23
H (3.40426, 0.48264, 2.07003)  0.19
H (5.38849, 4.69346, 2.19064)  0.21
H (-1.21605, 0.19634, 5.34574)  0.22
H (-0.47428, -2.36473, 4.90170)  0.22
H (-3.06426, -1.38259, 4.00757)  0.22
H (-2.73567, -6.00768, 3.15844)  0.21
H (4.66466, 2.37047, 2.55196)  0.41
H (1.08973, -2.21944, 4.10550)  0.22
H (-1.16992, -7.04162, 1.51972)  0.21
H (-3.99906, -0.60898, -4.24305)  0.22
H (-3.82815, -2.55958, -2.68565)  0.22
H (4.20800, -1.25550, 0.27963)  0.21
H (0.64004, -4.59206, -1.16000)  0.23
H (2.68419, -4.39934, 1.71237)  0.22
H (2.39867, -4.84746, -1.04902)  0.22
H (4.14736, -2.24071, -1.18647)  0.23

=====

Below is a molecular structure, C26H32AgF6N2O3PS2, with properties calculated with the ωB97M-V functional and the def2-TZVPD basis.

Computed properties:
F_max   0.00725 hartree/bohr
Electronic energy   -3229.0137 a.u.
Molecular weight   737.517 g/mol
Multiplicity   2
Lowest unoccupied orbital energy (alpha / beta)   -2.91 / -6.24 eV
<S²>   0.753
Net charge   +1

Each line ends with the Löwdin spin population.
Geometry (Å):
Ag (-0.14403, 1.23814, 1.28460)  0.57
S (-2.20681, 3.66625, -0.03463)  0.02
S (-1.50518, -1.80609, -0.64857)  0.00
P (-0.02789, 0.41507, 4.17827)  0.00
F (-0.66990, -0.95737, 4.59991)  0.00
F (-1.34720, 0.67742, 3.12496)  0.03
F (0.57535, 1.82994, 3.55626)  0.00
F (-0.78367, 1.22988, 5.29997)  0.00
F (0.68575, -0.32760, 2.85199)  0.03
F (1.28000, 0.20414, 5.01875)  0.00
O (5.56535, -0.90273, -0.26556)  0.00
O (-0.85802, -0.69257, 0.12714)  0.00
O (-0.85571, 2.96425, 0.12567)  0.08
N (3.87951, -2.37089, -0.62608)  0.00
N (1.58819, 1.30183, 0.16251)  0.19
C (4.81580, -3.48480, -0.41809)  0.00
C (-3.37366, 1.13441, -0.36031)  0.00
C (2.28901, 0.16216, 0.14279)  0.02
C (-3.50103, 0.05027, -1.43425)  0.00
C (-4.37861, 3.71797, 1.65562)  0.00
C (-2.99184, 3.61204, 1.56315)  0.00
C (-2.19498, 3.56533, 2.69160)  0.00
C (-0.20315, -0.47229, -2.67732)  0.00
C (-3.22733, 2.51669, -0.97798)  0.00
C (0.17711, -1.42838, -4.85135)  0.00
C (3.92222, 1.19350, -1.24775)  -0.01
C (-2.79921, 3.56105, 3.94399)  0.00
C (1.70165, -3.45018, -0.11018)  0.00
C (-4.96547, 3.72846, 2.90706)  0.00
C (3.17067, 2.35567, -1.23368)  0.01
C (-0.88907, -1.62213, -2.31612)  0.00
C (4.38735, -1.12961, -0.48406)  0.00
C (3.47119, 0.06847, -0.56662)  0.01
C (-4.17612, 3.63715, 4.05024)  0.00
C (-3.24064, -1.35145, -0.90744)  0.00
C (0.32944, -0.37864, -3.95460)  0.00
C (2.54986, -2.69910, -1.12449)  0.00
C (-1.03607, -2.68285, -3.19886)  0.00
C (-0.50550, -2.57793, -4.47621)  0.00
C (5.09528, -3.74351, 1.05370)  0.00
C (1.99497, 2.37972, -0.50887)  0.02
H (4.87407, 1.14481, -1.76051)  0.00
H (5.55089, -2.86723, 1.51182)  0.00
H (-4.23610, 1.11526, 0.30711)  0.00
H (-2.50304, 0.91398, 0.25332)  0.00
H (-1.11462, 3.55591, 2.62264)  0.00
H (-2.17972, 3.49076, 4.82692)  0.00
H (1.89358, -0.66011, 0.72609)  0.00
H (1.35417, 3.24903, -0.44982)  0.00
H (5.74425, -3.24624, -0.93674)  0.00
H (3.49329, 3.24397, -1.75692)  0.00
H (-4.99756, 3.79594, 0.77084)  0.00
H (1.50421, -2.85624, 0.78472)  0.00
H (0.74607, -3.72924, -0.55638)  0.00
H (2.19312, -4.37113, 0.20401)  0.00
H (-0.61400, -3.39777, -5.17323)  0.00
H (-1.54807, -3.58771, -2.89050)  0.00
H (2.67369, -3.31411, -2.02142)  0.00
H (2.05219, -1.78782, -1.45411)  0.00
H (5.78784, -4.57843, 1.16127)  0.00
H (-4.17974, 3.01826, -1.15829)  0.00
H (0.86663, 0.51302, -4.25091)  0.00
H (-3.60988, -2.11962, -1.59195)  0.00
H (-3.71680, -1.52599, 0.06063)  0.00
H (-0.08099, 0.32656, -1.95539)  0.00
H (-4.50622, 0.06851, -1.86169)  0.00
H (4.38025, -4.36196, -0.89710)  0.00
H (0.59793, -1.35372, -5.84516)  0.00
H (-6.04077, 3.80541, 2.99320)  0.00
H (-4.64207, 3.63180, 5.02624)  0.00
H (4.18124, -3.98708, 1.59646)  0.00
H (-2.81753, 0.25410, -2.26314)  0.00
H (-2.70393, 2.48541, -1.93713)  0.00

=====

Below is a molecular structure, C26H32AgF6N2O3PS2, with properties calculated with the ωB97M-V functional and the def2-TZVPD basis.

Computed properties:
F_max   0.01893 hartree/bohr
Electronic energy   -3229.0051 a.u.
Molecular weight   737.517 g/mol
Multiplicity   2
Lowest unoccupied orbital energy (alpha / beta)   -2.63 / -6.41 eV
<S²>   0.754
Net charge   +1

Each line ends with the Löwdin spin population.
Geometry (Å):
Ag (-0.59849, -0.12417, -0.11821)  0.57
S (-1.32745, -1.50601, -3.33761)  0.02
S (-3.27066, -1.78255, 1.41870)  0.01
P (-0.17135, 1.59812, 2.49026)  0.00
F (-0.56410, 2.02781, 0.90343)  0.01
F (0.73920, 0.36268, 1.77071)  0.03
F (-1.09730, 2.74446, 3.03784)  0.00
F (1.09935, 2.54978, 2.38884)  0.00
F (-1.42351, 0.56621, 2.42630)  0.00
F (0.23795, 1.07232, 3.91531)  0.00
O (-1.36498, -0.65470, -2.08077)  0.06
O (3.90511, 3.93699, -0.81920)  0.00
O (-1.91296, -1.64025, 0.73120)  0.06
N (4.62706, 2.89271, 1.06646)  0.00
N (1.33923, 0.43144, -0.95838)  0.18
C (-3.76862, 0.88126, 0.71021)  0.00
C (-4.28989, -2.61341, 0.17225)  0.00
C (2.01193, -0.49348, -1.64692)  0.02
C (1.05847, -5.28375, -2.54711)  0.00
C (-4.14309, -0.22457, 1.44823)  0.00
C (-6.00071, 0.97098, 2.37048)  0.00
C (-3.47655, -2.94734, -2.21377)  0.00
C (0.74088, -4.90403, -3.84660)  0.00
C (3.36659, -0.36405, -1.86243)  0.01
C (3.31175, 1.68172, -0.61147)  0.01
C (4.45661, 5.19173, 2.05169)  0.00
C (0.65154, -4.50741, -1.46946)  0.00
C (-0.38996, -2.98092, -2.98544)  0.00
C (-5.24875, -0.19053, 2.28964)  0.00
C (5.35419, 4.10704, 1.47127)  0.00
C (4.66699, 1.72505, 1.95783)  0.00
C (-0.08083, -3.34688, -1.68455)  0.00
C (-5.63247, 2.08825, 1.63045)  0.00
C (-4.10815, -1.97671, -1.21052)  0.00
C (4.22081, 2.02631, 3.38279)  0.00
C (1.95236, 1.50685, -0.45697)  0.01
C (0.01918, -3.74182, -4.07342)  0.00
C (4.02687, 0.73552, -1.32897)  -0.01
C (-4.51800, 2.04414, 0.80431)  0.00
C (-2.97867, -2.24819, -3.47706)  0.00
C (3.97268, 2.94545, -0.10940)  0.00
H (-6.86365, 1.00785, 3.02372)  0.00
H (1.06187, -5.50898, -4.68518)  0.00
H (4.90475, 2.71158, 3.88611)  0.00
H (4.19989, 1.09564, 3.95549)  0.00
H (-0.21319, -3.42726, -5.08736)  0.00
H (3.21572, 2.45399, 3.39380)  0.00
H (-2.91119, 0.86635, 0.06375)  0.00
H (-4.19651, -3.71608, -2.49791)  0.00
H (5.68532, 1.32768, 1.96602)  0.00
H (-5.06021, -1.60690, -1.59135)  0.00
H (-3.63192, -1.42259, -3.76999)  0.00
H (-3.45175, -1.11576, -1.12614)  0.00
H (5.05825, 6.06155, 2.32385)  0.00
H (6.11146, 3.80038, 2.19194)  0.00
H (3.93262, 4.84195, 2.94226)  0.00
H (-5.51046, -1.05978, 2.88878)  0.00
H (3.88898, -1.11412, -2.43986)  0.00
H (-4.22153, 2.91729, 0.23669)  0.00
H (4.01909, 0.95459, 1.55045)  0.00
H (-3.95378, -3.65318, 0.19238)  0.00
H (-2.87467, -2.92282, -4.33059)  0.00
H (5.86280, 4.49282, 0.59106)  0.00
H (1.62800, -6.18900, -2.37502)  0.00
H (5.09375, 0.86242, -1.47540)  0.00
H (-5.31106, -2.57727, 0.55339)  0.00
H (-0.42923, -2.76011, -0.84715)  0.00
H (-2.64503, -3.46644, -1.73747)  0.00
H (-6.20810, 3.00234, 1.70873)  0.00
H (1.45890, -1.34042, -2.03023)  0.00
H (1.35175, 2.23296, 0.07309)  0.00
H (0.89449, -4.80664, -0.45684)  0.00
H (3.72241, 5.50186, 1.30904)  0.00